Entry 1:
ORCA calculation (wB97M-V/def2-TZVPD) on 17 unconnected molecules or ions with the total composition CH35O17.

```
53
Properties=species:S:1:pos:R:3
C 4.66 0.80 9.54
O 4.61 1.14 10.93
H 5.59 0.27 9.42
H 4.48 1.76 8.96
H 3.84 0.14 9.26
O 4.79 -1.33 11.83
H 4.46 -0.48 11.46
H 4.90 -1.92 11.09
O 8.11 2.00 9.18
H 7.65 1.46 9.82
H 7.73 1.86 8.33
O 1.80 -1.58 10.71
H 2.29 -1.11 11.42
H 1.11 -0.90 10.56
O 5.17 -2.87 9.70
H 4.40 -2.80 9.18
H 5.29 -3.77 9.98
O 5.57 3.63 10.40
H 5.24 2.70 10.49
H 4.86 4.15 10.76
O 5.16 2.12 13.93
H 5.51 1.26 14.27
H 5.11 2.19 12.98
O 2.40 0.31 6.94
H 2.10 0.23 6.02
H 3.04 1.00 6.89
O 7.17 0.77 11.64
H 6.24 0.75 11.51
H 7.52 -0.10 11.73
O 4.46 1.98 6.33
H 5.29 1.47 6.44
H 4.49 2.10 5.38
O 2.25 0.77 12.27
H 3.11 1.06 11.96
H 2.40 0.21 13.07
O 6.13 3.82 7.72
H 5.94 3.51 8.64
H 5.73 3.22 7.13
O 2.14 2.45 9.37
H 2.81 1.79 9.23
H 1.73 2.71 8.54
O 2.90 -2.73 8.07
H 3.05 -2.56 7.13
H 2.35 -2.08 8.42
O 5.35 -0.82 7.07
H 4.61 -0.29 6.93
H 5.73 -0.52 7.89
O 3.43 4.66 8.59
H 3.77 5.18 9.33
H 3.26 3.81 8.98
O 7.26 -1.34 8.93
H 8.10 -1.43 9.38
H 6.62 -1.81 9.40
```

Calculated values
- LUMO energy (eV) = 2.060
- relative energy (zero: lowest compared OMol25 entry of this formula, charge and spin) (kcal/mol) = 19.8
- HOMO (eV) = -6.0
- molecular weight (g/mol) = 319.27
- total charge = -1

Atomic partial charges in e from the Mulliken method, atoms 1 to 8:
1 C 0.279
2 O -0.099
3 H -0.969
4 H 0.331
5 H 1.065
6 O -0.692
7 H -0.099
8 H 0.599

---

Entry 2:
ORCA calculation (wB97M-V/def2-TZVPD) on a single CH3Br2ClOSi molecule.

```
9
Properties=species:S:1:pos:R:3
C 1.52 -0.29 -0.16
O 0.34 0.51 -0.24
Si -1.21 0.32 -0.04
Cl -2.26 0.22 -1.71
Br -1.78 -1.29 1.35
Br -1.98 2.10 1.04
H 1.33 -0.87 0.70
H 2.33 0.33 0.05
H 1.71 -1.02 -1.00
```

Calculated values
- LUMO energy (eV) = 0.454
- relative energy (zero: lowest compared OMol25 entry of this formula, charge and spin) (kcal/mol) = 9.0
- HOMO (eV) = -10.4
- molecular weight (g/mol) = 254.38
- SMILES = CO[Si](Cl)(Br)Br

Atomic partial charges in e from the Mulliken method, atoms 1 to 8:
1 C -0.629
2 O -0.118
3 Si 0.567
4 Cl -0.184
5 Br -0.238
6 Br -0.238
7 H 0.321
8 H 0.267

---

Entry 3:
ORCA calculation (wB97M-V/def2-TZVPD) on a gas-phase ion, CH3Br2ClP (charge +1).

```
8
Properties=species:S:1:pos:R:3
C -0.28 -0.11 0.00
P -1.95 -0.38 0.68
Cl -2.50 0.69 2.25
Br -3.31 -0.13 -1.03
Br -2.06 -2.58 1.12
H -0.22 -0.57 -1.03
H 0.32 -0.77 0.59
H -0.33 0.94 -0.05
```

Calculated values
- LUMO energy (eV) = -5.680
- relative energy (zero: lowest compared OMol25 entry of this formula, charge and spin) (kcal/mol) = 6.2
- HOMO (eV) = -15.7
- molecular weight (g/mol) = 241.27
- total charge = +1

Now the Mulliken charges, all in e:
1 C -0.910
2 P 0.735
3 Cl -0.037
4 Br 0.034
5 Br 0.007
6 H 0.379
7 H 0.404
8 H 0.388

---

Entry 4:
ORCA calculation (wB97M-V/def2-TZVPD) on a molecular structure, CH3Br2ClSi.

```
8
Properties=species:S:1:pos:R:3
C 0.33 0.14 0.10
Si 1.27 1.69 0.44
Cl 2.57 1.66 1.88
Br 1.82 2.85 -1.35
Br -0.69 3.56 1.63
H -0.34 -0.32 0.80
H -0.33 0.55 -0.71
H 0.99 -0.53 -0.32
```

Calculated values
- LUMO energy (eV) = -0.662
- relative energy (zero: lowest compared OMol25 entry of this formula, charge and spin) (kcal/mol) = 36.8
- HOMO (eV) = -9.3
- molecular weight (g/mol) = 238.38

Now the Mulliken charges, all in e:
1 C -0.895
2 Si 0.646
3 Cl -0.110
4 Br -0.136
5 Br -0.465
6 H 0.341
7 H 0.278
8 H 0.342

---

no.,orbital gap (eV)
1,8.0444
2,10.8355
3,10.0106
4,8.6536